DFT (the ωB97M-V functional and the def2-TZVPD basis) results for a structure of composition C18H16BrClINO10PtSe.

Last column: Löwdin spin population.
Cartesian coordinates (Å):
Pt1 2.17 0.13 1.59  1.438
N1 0.95 -0.57 5.40  0.007
C1 1.22 -0.77 3.99  0.017
O1 2.34 -0.06 3.63  0.190
C2 1.47 -2.29 3.84  0.001
I1 1.64 -2.77 1.76  0.082
H1 0.87 0.43 5.54  0.000
H2 0.04 -0.98 5.59  0.002
H3 0.64 -2.87 4.24  0.000
H4 2.41 -2.55 4.30  0.000
C3 1.12 -3.07 -2.32  0.000
C4 0.45 -1.82 -2.83  0.000
C5 -0.82 -1.87 -3.39  0.000
C6 -1.40 -0.72 -3.90  0.000
Cl1 -3.00 -0.81 -4.60  0.000
C7 -0.74 0.49 -3.86  0.000
C8 0.53 0.55 -3.29  0.000
C9 1.11 -0.59 -2.75  0.000
O2 2.34 -0.62 -2.18  0.000
C10 3.04 0.60 -1.99  0.001
C11 4.15 0.40 -0.95  0.010
O3 5.31 0.59 -1.32  0.008
O4 3.83 0.05 0.25  0.096
H5 0.38 -3.84 -2.11  0.000
H6 1.69 -2.86 -1.41  0.000
H7 1.83 -3.45 -3.06  0.000
H8 -1.35 -2.81 -3.43  0.000
H9 -1.20 1.38 -4.25  0.000
H10 1.03 1.50 -3.25  0.000
H11 2.38 1.39 -1.64  0.000
H12 3.51 0.89 -2.93  0.000
Br1 -4.70 4.74 -0.28  0.000
C12 -3.59 3.19 -0.11  0.000
C13 -4.19 1.94 -0.14  0.000
C14 -3.39 0.82 -0.04  0.000
C15 -2.00 0.94 0.09  0.000
C16 -1.41 2.21 0.13  0.002
C17 -2.23 3.34 0.04  0.001
C18 0.08 2.42 0.29  0.008
O5 0.51 3.56 0.39  0.006
O6 0.81 1.34 0.22  0.062
H13 -5.26 1.84 -0.24  0.000
H14 -3.81 -0.18 -0.04  0.000
H15 -0.33 0.12 0.23  -0.001
H16 -1.76 4.31 0.08  0.000
O7 -2.54 0.07 3.55  0.005
Se1 -1.61 -1.21 3.25  0.002
O8 0.18 -0.32 3.13  0.058
O9 -1.27 -0.18 0.15  -0.001
O10 -1.45 -2.05 4.65  0.004

Calculated values
multiplicity: 3
charge: -2
lowest unoccupied orbital energy (spin up / spin down): 4.00 / 3.96 eV
E_tot: -200149.8508 eV
energy above the lowest of the compared OMol25 structures with the same formula, charge and spin: 0.297 eV
HOMO-LUMO gap (spin up / spin down): 7.3 / 7.2 eV